{
  "formula": "C2H2O2S2",
  "method": "ωB97M-V with the def2-TZVPD basis set",
  "relative_energy_kj_mol": 223.0,
  "max_force_ev_per_a": 5.075,
  "e_homo_ev": -9.8,
  "multiplicity": 1,
  "smiles": "O=C(S)C(O)=S",
  "gap_ev": 8.55,
  "species": ["C", "C", "H", "H", "O", "O", "S", "S"],
  "xyz": [[-0.23, 0.70, -0.13], [-0.81, -0.83, -0.13], [1.30, 1.75, -0.10], [1.23, -1.01, 0.89], [1.06, 0.72, 0.32], [-2.01, -1.13, -0.23], [-1.00, 2.01, -0.71], [0.47, -2.21, 0.09]]
}